1.
Entry from the Open Molecules 2025 dataset: C45H70BrGeLuN4O3P3 as an isolated structure (ωB97M-V/def2-TZVPD).

Values from the calculation:
HOMO (spin up / spin down): -12.4 / -12.4 eV
<S²>: 0.766
Multiplicity: 2
HOMO-LUMO gap (spin up / spin down): 7.615 / 4.239 eV
Charge: +2

```
128
Properties=species:S:1:pos:R:3:forces:R:3
Lu -0.39697 1.85756 -0.79156 0.05 0.86 -0.84
C -3.11477 -3.65610 -3.14652 -0.05 0.46 1.05
C -4.11523 -2.83383 -2.36315 -1.07 -0.79 1.32
C -5.12575 -3.78852 -1.53771 2.22 -0.77 0.14
P -3.23404 -1.53374 -1.39443 0.00 0.34 0.15
C -2.77545 -2.31342 0.23555 -1.37 0.73 1.34
N -1.96237 -1.39638 1.06850 1.02 0.94 -0.02
Ge 0.80996 -0.63923 0.68417 1.03 0.03 1.64
N 2.18754 -0.13213 1.91670 -0.38 0.80 -0.34
C 2.70068 1.22724 2.01343 -2.09 0.30 -1.97
P 1.31254 2.48058 1.63323 0.92 0.65 -0.21
C 0.27982 2.75279 3.17066 0.88 -1.15 0.57
C 0.96240 3.15611 4.48035 1.17 0.28 -0.78
C -0.33202 1.35392 3.49733 -0.62 0.07 -0.26
C 2.27244 4.09851 1.30112 -0.23 0.39 -0.28
C 1.31924 5.28227 1.48605 -1.37 -1.62 0.95
C 3.54327 4.37142 2.13777 0.26 -1.80 0.21
C 2.86564 -1.17765 2.54930 -1.51 -0.04 -1.91
C 4.17126 -1.15331 2.92092 1.64 -2.73 1.74
C 4.69803 -2.36571 3.52413 -2.18 1.89 -1.36
C 3.88091 -3.48341 3.65102 0.93 -1.03 0.57
C 2.59621 -3.57651 3.13326 -0.18 1.42 -0.90
C 2.14794 -2.39328 2.53574 -1.22 -0.89 1.05
N 0.75416 -2.32366 1.99891 -0.96 0.97 -0.46
C -0.37344 -2.03210 2.92912 -1.18 0.04 1.18
C -0.16293 -2.15675 4.33084 -1.24 -0.50 -1.55
C -1.25469 -2.15586 5.20299 -1.00 0.96 -2.74
C -2.59140 -1.98120 4.68773 2.75 -0.93 1.82
C -2.76549 -1.74930 3.35369 0.57 0.28 0.21
C -1.71384 -1.68510 2.44764 2.04 -1.69 0.39
C 0.42796 -3.39103 1.07140 -0.40 -0.43 0.49
C -0.32046 -4.52313 1.39813 -0.74 -0.16 -0.27
C -0.72612 -5.40288 0.37010 1.10 2.21 -0.44
C -0.23237 -5.18275 -0.94320 -0.06 -1.00 0.31
C 0.57989 -4.09777 -1.22993 0.24 -0.58 -0.30
C 0.83202 -3.13815 -0.23320 1.43 -0.05 -0.44
N 1.60945 -1.96198 -0.42443 -1.75 -1.10 -0.87
C 1.72873 -1.64747 -1.83458 1.00 0.24 -0.41
P 2.32139 0.05401 -2.23726 0.80 0.00 0.32
C 2.07550 -0.12008 -4.04183 -1.69 -0.47 -1.10
C 2.28618 -1.52720 -4.70465 0.94 0.64 1.72
C 2.74682 0.93022 -4.90513 -0.48 0.69 1.12
C 4.21896 -0.00338 -2.11788 -0.25 -1.26 -1.08
C 4.93637 1.34557 -2.15572 0.66 0.14 0.62
C 4.60719 -0.97693 -0.98393 -0.75 2.02 -0.25
C -4.50278 -0.23338 -1.01709 -1.03 0.18 1.52
C -5.68507 -0.61363 -0.03080 -0.20 0.68 -1.71
C -5.05160 0.38297 -2.32717 0.92 -0.96 -0.17
H -3.62175 -4.32275 -3.74746 -1.17 -1.51 -1.51
H -2.43747 -4.25259 -2.57326 0.16 -0.43 1.10
H -2.45209 -3.11488 -3.74785 0.72 1.33 -1.14
H -4.73096 -2.18809 -2.99776 0.17 -0.36 -0.35
H -4.46997 -4.57717 -1.00216 -0.96 1.20 -0.68
H -5.83369 -4.40074 -2.14947 0.52 0.94 0.25
H -5.61889 -3.21216 -0.75881 -0.34 -0.17 -0.17
H -2.15498 -3.16123 -0.02161 -0.18 -0.53 0.13
H -3.70075 -2.58642 0.86911 1.27 -0.15 -1.21
H 3.43667 1.48569 1.24924 0.38 -0.15 0.08
H 3.03792 1.49743 2.96289 0.88 0.04 1.71
H -0.35179 3.60429 2.90315 -0.74 -0.66 -0.14
H 1.90674 2.61417 4.61131 -0.10 0.01 0.10
H 0.30654 2.84177 5.28204 -0.03 0.48 0.35
H 1.20788 4.22452 4.47771 -0.21 -0.23 0.41
H 0.44650 0.58907 3.70197 -0.16 0.75 -0.12
H -0.91433 0.97172 2.64916 -0.11 0.04 0.26
H -0.96151 1.37710 4.41543 0.21 0.15 -0.75
H 2.48391 4.17436 0.19918 0.24 -0.78 0.90
H 1.19398 5.50616 2.54072 0.05 0.18 0.20
H 0.30950 5.06359 1.10781 0.23 0.16 -0.16
H 1.68515 6.12788 0.99408 0.59 1.38 -0.73
H 3.38162 4.38262 3.23971 -0.23 0.24 -0.80
H 4.00835 5.28521 1.81405 0.05 0.55 0.00
H 4.30436 3.57824 1.98333 -0.32 0.37 -0.02
H 4.87680 -0.35201 2.81351 -0.26 0.56 -0.14
H 5.71970 -2.27621 3.78355 0.78 -0.62 0.61
H 4.22427 -4.38320 4.14872 0.44 0.15 -0.05
H 2.01634 -4.52262 3.12740 0.44 0.89 0.13
H 0.79803 -2.44620 4.71944 0.30 0.26 -0.03
H -0.96286 -2.20699 6.20066 -0.36 -0.40 1.79
H -3.41401 -2.16260 5.35800 -0.27 0.39 0.04
H -3.76928 -1.57614 3.07301 -0.87 0.17 -0.86
H -0.72128 -4.67256 2.41506 0.36 0.20 -0.57
H -1.50513 -6.08807 0.55743 -0.34 -1.12 0.25
H -0.40848 -5.95556 -1.72852 0.01 0.84 0.71
H 1.11730 -4.11613 -2.19056 -0.56 0.43 0.47
H 0.79498 -1.71884 -2.41638 -0.06 -0.17 0.45
H 2.42707 -2.35403 -2.29889 -0.09 0.03 0.20
H 0.99188 0.06344 -4.18210 0.21 -0.01 0.33
H 3.37452 -1.73091 -4.72921 -0.54 -0.10 -0.38
H 1.85391 -1.42699 -5.67731 0.00 -0.34 -0.71
H 1.80743 -2.33984 -4.13944 0.04 0.29 -0.59
H 3.80008 0.90756 -4.77754 1.13 -0.31 -0.42
H 2.47281 1.94301 -4.59666 -0.27 0.02 -0.07
H 2.43978 0.80254 -5.92359 0.13 -0.05 -0.62
H 4.49124 -0.48206 -3.10306 -0.16 0.15 0.93
H 4.60397 2.03812 -1.37261 -0.16 -0.12 0.09
H 4.72357 1.85865 -3.12855 0.79 -0.43 0.78
H 6.04846 1.16744 -1.89892 -1.61 0.44 -1.01
H 4.20382 -0.61583 -0.04244 -0.22 -0.10 0.31
H 5.64991 -1.01567 -0.85566 1.50 -0.08 -0.01
H 4.24803 -1.94483 -1.18867 -0.41 -1.21 -0.06
H -3.91724 0.49731 -0.40069 -0.29 -0.29 -1.02
H -6.51076 -1.12039 -0.54226 0.04 0.32 -0.28
H -6.10018 0.29993 0.44022 0.34 -0.58 -0.14
H -5.39743 -1.34228 0.67724 0.56 -0.43 1.25
H -5.76916 1.17164 -2.17822 -0.06 0.40 0.23
H -5.53313 -0.37125 -2.96453 -0.16 0.06 0.41
H -4.21942 0.71533 -2.95547 -0.07 0.44 0.09
O -1.22076 0.66577 -2.63985 0.06 0.37 0.11
H -1.80614 1.22180 -3.18326 0.19 -0.05 0.08
H -1.78148 -0.11336 -2.37625 -0.10 -0.28 0.12
O -1.97631 1.38395 0.36875 1.98 -1.91 -1.16
H -2.53478 1.92439 0.84064 -2.08 1.95 1.58
H -2.26227 -0.40625 1.06615 0.03 -0.48 -0.75
O 1.27894 2.99375 -2.20346 0.01 -1.02 0.60
H 1.05135 3.84282 -2.53622 -0.71 1.46 -0.40
H 2.21658 2.89565 -2.36087 0.43 -0.29 0.02
Br -4.03117 7.55900 -2.67661 -0.43 0.76 0.08
C -2.94492 6.14740 -2.13359 -0.93 0.17 1.71
C -2.39238 5.41456 -3.11764 2.07 -1.77 -1.00
C -1.58712 4.28363 -2.72228 -0.82 0.37 -2.15
C -1.44308 3.89242 -1.43205 0.30 -0.77 1.90
C -2.11375 4.66705 -0.44044 0.45 0.50 0.70
C -2.85570 5.80030 -0.74165 0.03 -0.16 -0.83
H -2.45829 5.68422 -4.19274 -0.16 -0.16 0.99
H -1.16217 3.62570 -3.52369 -0.24 0.83 0.37
H -1.93360 4.43177 0.64080 -0.48 0.09 -0.90
H -3.39508 6.38762 0.02916 0.54 -0.39 -0.70
```
Positions in Å, forces in eV/Å.

2.
Entry from the Open Molecules 2025 dataset: the molecule C8H6ClF5 (ωB97M-V/def2-TZVPD).

Values from the calculation:
HOMO: -9.3 eV
HOMO-LUMO gap: 9.191 eV
Charge: 0
SMILES string: C[C@H](Cl)[C@@]1(F)C=C(F)C(F)=C(F)[C@@H]1F

```
20
Properties=species:S:1:pos:R:3:forces:R:3
C 1.17871 -1.00913 -0.04365 2.40 1.66 0.44
C 0.47551 0.31955 0.23368 -3.07 -1.76 0.42
Cl 0.86363 0.88291 1.85609 0.29 0.53 -0.20
C -1.35876 0.00878 0.15001 3.75 -0.78 0.91
F -1.47919 -0.35173 -1.18397 -0.36 0.18 0.83
C -1.58658 -1.13853 1.14225 1.31 -0.63 -0.86
C -1.86999 -0.74504 2.39342 -0.42 0.09 -1.99
F -1.93832 -1.61910 3.35092 0.16 -0.99 1.44
C -2.34153 0.59583 2.77075 0.48 -0.51 1.09
F -2.66431 0.66802 4.09252 0.03 0.51 -1.49
C -2.40653 1.57315 1.87236 -1.69 -0.19 0.34
F -3.15673 2.67573 2.11099 0.91 -0.18 -0.08
C -2.15380 1.29703 0.42852 2.06 0.97 -0.94
F -3.32177 1.16075 -0.23771 -1.50 0.05 -0.32
H 2.14232 -0.86013 -0.56974 -0.46 0.29 0.16
H 0.62099 -1.58288 -0.65830 -2.03 -1.65 -2.45
H 1.45429 -1.70876 0.72891 -0.29 0.50 1.15
H 0.61394 1.04105 -0.56893 0.20 0.22 0.36
H -1.16180 -2.24006 0.93175 -1.30 2.82 0.43
H -1.62963 2.19213 -0.06279 -0.47 -1.15 0.75
```
Positions in Å, forces in eV/Å.

3.
Entry from the Open Molecules 2025 dataset: the molecule C4H8O2 (ωB97M-V/def2-TZVPD).

Values from the calculation:
HOMO: -9.4 eV
HOMO-LUMO gap: 10.181 eV
Charge: 0
SMILES string: CO[C@@H]1O[C@H]1C

```
14
Properties=species:S:1:pos:R:3:forces:R:3
C -1.69308 0.68728 0.31040 0.00 0.08 0.18
O -1.53609 -0.73216 0.49960 0.24 -0.33 0.45
C -0.33689 -1.22014 0.09525 -0.06 0.08 -0.14
O 1.16675 -1.66997 0.79775 -0.70 -0.24 0.60
C 0.86293 -0.42756 0.29849 -0.33 0.62 -0.16
C 1.55095 0.40428 -0.74769 0.19 -0.07 -0.13
H -1.42295 1.01493 -0.70669 -0.04 -0.39 0.29
H -2.74905 0.90957 0.47122 0.17 -0.15 0.07
H -1.08357 1.24111 1.02879 -0.18 0.01 -0.04
H -0.44294 -2.18368 -0.37331 0.20 0.28 -0.79
H 0.63297 0.20837 1.16780 0.12 0.40 -0.21
H 2.49655 0.80479 -0.37557 0.01 -0.10 -0.10
H 0.87510 1.25327 -0.92116 0.28 -0.10 -0.09
H 1.69881 -0.11210 -1.69555 0.10 -0.08 0.06
```
Positions in Å, forces in eV/Å.

4.
Entry from the Open Molecules 2025 dataset: C22H40BeCl5IN3O9P as an isolated structure (ωB97M-V/def2-TZVPD).

Values from the calculation:
HOMO: -11.9 eV
HOMO-LUMO gap: 2.407 eV
Charge: +2

```
82
Properties=species:S:1:pos:R:3:forces:R:3
N 1.41742 1.40357 6.15960 -2.10 0.34 -0.14
C 0.07656 1.88719 5.85075 -1.04 -0.50 -1.53
C -0.62526 1.70029 4.64228 0.01 0.89 2.21
I 0.26087 0.66118 2.96725 -0.71 0.83 0.99
C -2.11894 2.28280 4.52649 -0.28 0.84 -1.30
O -2.56226 2.82577 3.49769 1.19 -1.99 3.15
C -2.98867 2.15041 5.87575 1.18 0.11 2.20
C -4.51514 1.76460 5.85713 -3.56 -1.12 -0.23
C -5.66643 2.70800 5.49224 0.29 -2.51 0.63
C -7.08248 2.20784 5.54697 0.63 0.57 -0.01
N -7.62396 0.93897 5.85067 5.72 2.11 0.90
C -6.51983 0.08995 6.13376 0.68 0.17 1.71
C -5.03545 0.36748 6.19277 -0.92 2.77 -0.48
C -2.27992 2.37385 7.08794 -0.38 -0.39 -2.67
C -0.71161 2.72107 6.98342 0.48 0.82 0.62
O -0.14861 3.57921 7.67735 -1.83 -2.82 -1.96
H 1.96517 1.18689 5.31960 -0.54 -0.04 0.41
H 1.29138 0.56369 6.75298 0.51 0.76 -0.42
H -5.44748 3.78025 5.18615 -0.48 -1.58 0.55
H -7.88656 2.99366 5.29542 1.25 -1.13 0.52
H -6.82458 -0.99279 6.36622 0.56 1.86 -0.26
H -4.30811 -0.45686 6.48342 -1.19 1.10 -0.43
H -2.74598 2.30470 8.11750 0.58 0.30 -1.46
O 1.79262 0.11357 -1.17407 -3.34 -1.33 -2.24
P 1.89954 0.45510 -2.66127 7.70 4.00 1.43
O 3.39299 -0.25228 -2.91486 -0.51 -1.03 -0.49
C 3.70784 -1.52159 -2.35836 -0.06 -0.14 0.11
C 3.08851 -2.66306 -3.14292 0.25 -0.06 -0.09
O 2.41230 2.01491 -2.48473 -1.33 -0.47 -0.68
C 2.27002 2.70729 -1.24908 0.07 0.31 0.49
C 3.50152 2.52610 -0.37934 0.20 -0.15 -0.14
O 1.85408 0.83025 -4.32432 -2.25 -1.11 1.70
C 1.84519 -0.18021 -5.31574 -0.25 -0.43 -0.48
C 0.54189 -0.94932 -5.33121 -0.17 0.03 -0.10
H 3.41998 -1.58326 -1.30734 -0.06 0.15 -0.03
H 4.80090 -1.61808 -2.38778 0.07 0.15 -0.02
H 2.00400 -2.56590 -3.19409 -0.04 -0.05 0.08
H 3.33271 -3.62392 -2.68319 -0.08 0.06 0.03
H 3.46769 -2.68004 -4.16937 -0.08 0.00 -0.01
H 1.35812 2.40543 -0.73133 0.14 -0.11 0.00
H 2.15658 3.76918 -1.48692 0.01 -0.15 -0.20
H 3.73895 1.47023 -0.22632 -0.21 0.04 0.07
H 3.35898 2.99999 0.59258 0.00 0.01 -0.02
H 4.37467 2.97326 -0.86173 -0.10 0.08 0.04
H 2.70375 -0.84183 -5.20320 0.01 -0.02 0.22
H 1.97015 0.32072 -6.27971 -0.01 0.25 0.21
H 0.32174 -1.38298 -4.35082 0.09 -0.09 0.00
H 0.58063 -1.75454 -6.06837 -0.03 0.02 0.08
H -0.29099 -0.28816 -5.58005 0.07 -0.04 -0.02
N -8.65537 3.94700 2.68701 0.03 0.00 -0.09
H -7.66880 3.75329 2.89664 -0.04 -0.05 0.13
H -8.73944 4.29655 1.72788 0.00 -0.03 0.08
H -9.20033 3.08435 2.78591 0.09 0.01 0.05
H -9.01034 4.65174 3.34009 0.09 -0.08 0.00
C -7.24002 -1.61234 2.72427 0.22 0.00 -0.41
Cl -6.51972 -3.12524 3.28964 -0.05 0.20 -0.05
Cl -8.99789 -1.76810 2.59937 0.14 0.07 -0.01
Cl -6.81132 -0.27628 3.81036 -0.31 -1.37 -2.82
H -6.84460 -1.39400 1.73415 -0.10 -0.15 0.15
O -2.85882 -2.08981 7.11210 0.07 -0.14 0.11
H -2.23169 -2.05759 7.84463 -0.08 0.04 -0.07
H -3.09507 -3.02320 7.04753 -0.01 0.11 -0.04
C 6.16006 -2.89581 -6.47128 3.02 1.85 1.53
C 4.97071 -3.50664 -7.28191 -2.96 -0.68 -1.30
C 5.23609 -3.27734 -8.78725 1.23 0.80 -1.12
O 3.88657 -2.85960 -6.95308 0.94 -0.76 0.38
H 6.27662 -1.82081 -6.65007 -0.55 -0.11 -0.44
H 6.02304 -3.04906 -5.39101 -0.81 -0.45 -0.09
H 7.10195 -3.38049 -6.75691 -0.31 -0.20 -0.28
H 5.02236 -4.59420 -7.12113 -0.31 0.03 0.81
H 5.32527 -2.21653 -9.04056 -0.11 -0.12 0.15
H 4.43518 -3.70357 -9.39626 -0.13 -0.03 0.53
H 6.17069 -3.76408 -9.08396 -0.04 -0.04 0.26
O -6.58867 5.89674 5.55742 -0.51 -0.01 -0.21
H -6.99707 6.68244 5.17323 0.24 0.07 0.14
H -6.96677 5.84797 6.44497 0.16 -0.03 -0.02
C 9.57310 -5.27476 -7.59473 0.30 -0.25 0.03
Cl 9.21720 -3.61199 -8.08344 0.19 0.10 -0.11
Cl 8.10214 -6.12302 -7.10063 -0.01 -0.04 0.03
H 10.02050 -5.80185 -8.43541 -0.18 0.12 0.05
H 10.26889 -5.25605 -6.75802 -0.18 0.06 -0.08
Be 7.11104 -1.40026 -4.45936 -0.20 -0.23 -0.26
```
Positions in Å, forces in eV/Å.

5.
Entry from the Open Molecules 2025 dataset: a 2-piece molecular cluster, C6H8F3N2P overall (ωB97M-V/def2-TZVPD).

Values from the calculation:
HOMO (spin up / spin down): -7.0 / -7.0 eV
HOMO-LUMO gap (spin up / spin down): 6.370 / 6.438 eV
Charge: 0

```
20
Properties=species:S:1:pos:R:3:forces:R:3
C 0.52209 0.02357 -1.65152 -0.13 0.07 2.47
C -0.79243 0.02619 -1.47241 -0.41 -0.04 0.18
C 0.13356 -0.62751 0.39890 0.34 0.20 1.49
C 2.51223 -0.44527 -0.22318 1.07 -1.75 1.50
C -2.28011 -0.51129 0.39369 -3.75 0.23 0.93
C -1.09477 -3.55316 1.68022 2.67 2.13 0.13
N 1.13568 -0.27157 -0.41559 -2.24 -0.20 -2.04
N -1.03685 -0.35203 -0.18456 1.98 0.25 -0.87
F -0.72189 -4.13751 2.82057 -0.23 -0.30 0.04
F -0.61176 -4.30848 0.65639 -0.46 0.37 0.39
F -2.41331 -3.53854 1.61676 -0.70 -0.17 -0.14
P 0.38027 -1.19045 2.00854 -0.84 -2.65 1.37
H 1.02790 0.32708 -2.46225 1.90 0.94 -2.59
H -1.59290 0.34387 -2.07965 -0.51 0.05 -0.80
H 3.01209 -0.04233 -1.01604 1.27 1.27 -2.19
H 2.94332 -0.05228 0.66416 -0.31 1.11 0.90
H 2.89336 -1.45998 -0.12030 -0.81 -0.67 -0.35
H -2.28839 -1.37811 1.07479 0.03 0.96 0.07
H -2.81268 0.45288 0.81074 1.55 -1.75 -0.39
H -2.92368 -0.82526 -0.42180 -0.43 -0.06 -0.10
```
Positions in Å, forces in eV/Å.

- Look up the charge of the second one.
  0

- Look up the charge of the first one.
  +2